{
  "formula": "C2F6KO6S2",
  "method": "ωB97M-V with the def2-TZVPD basis set",
  "species": ["K", "C", "F", "F", "F", "S", "O", "O", "O", "C", "F", "F", "F", "S", "O", "O", "O"],
  "xyz": [[-2.7945, 1.3462, 0.2821], [1.2316, 1.2823, 3.4679], [0.2691, 0.8650, 4.2865], [1.1487, 2.6208, 3.2808], [2.4623, 0.9464, 3.9475], [0.8937, 0.3422, 1.6703], [1.6973, 1.1327, 0.7406], [1.3563, -1.0483, 1.8227], [-0.5160, 0.3808, 1.4513], [-0.4546, -1.8718, -2.4468], [0.8704, -2.0486, -2.6679], [-1.1674, -2.5037, -3.3901], [-0.8053, -2.3602, -1.2673], [-0.9591, 0.0050, -2.7243], [-2.2303, 0.1257, -2.0293], [0.1014, 0.8710, -2.2344], [-1.1035, -0.0857, -4.1896]],
  "nbo_charge": [0.98, 0.73, -0.34, -0.34, -0.33, 2.30, -0.96, -0.98, -1.07, 0.72, -0.33, -0.33, -0.32, 2.30, -1.08, -0.95, -0.99],
  "e_above_lowest_ev": 1.5386,
  "e_lumo_ev": 1.28,
  "spin_multiplicity": 1,
  "charge": -1,
  "e_tot_ev": -68662.811
}

{
  "formula": "C2H5O3",
  "method": "ωB97M-V with the def2-TZVPD basis set",
  "species": ["C", "O", "H", "H", "H", "O", "C", "O", "H", "H"],
  "xyz": [[-1.7615, 0.0988, -0.1343], [-0.9580, -0.1580, 0.9838], [-2.4885, 0.8411, 0.2135], [-1.2265, 0.4720, -1.0297], [-2.3105, -0.8113, -0.4774], [3.2447, 0.4683, -0.4401], [2.1480, -0.0444, -0.1494], [1.5087, 0.1650, 0.9279], [1.7606, -0.9199, -0.7231], [0.0830, -0.1116, 0.8287]],
  "nbo_charge": [-0.23, -0.81, 0.14, 0.15, 0.13, -0.74, 0.62, -0.78, 0.02, 0.50],
  "e_above_lowest_ev": 1.0331,
  "e_lumo_ev": 4.19,
  "spin_multiplicity": 1,
  "charge": -1,
  "e_tot_ev": -8298.644
}

{
  "formula": "C15H12IrOS",
  "method": "ωB97M-V with the def2-TZVPD basis set",
  "species": ["Ir", "C", "C", "C", "C", "C", "H", "H", "H", "H", "H", "C", "C", "O", "S", "C", "C", "C", "C", "C", "C", "C", "C", "H", "H", "H", "H", "H", "H", "H"],
  "xyz": [[2.4405, 2.8211, 1.1222], [4.5381, 3.3483, 1.1974], [4.0673, 2.8580, 2.4673], [3.0184, 3.7373, 2.9195], [2.8475, 4.7541, 1.9131], [3.7938, 4.5053, 0.8629], [5.2838, 2.8692, 0.5819], [4.4171, 1.9755, 2.9799], [2.4524, 3.6398, 3.8324], [2.1110, 5.5423, 1.9355], [3.8666, 5.0648, -0.0569], [-2.7951, -5.2869, -2.3309], [-3.5427, -4.6344, -1.2331], [-3.8687, -4.9043, -0.1619], [-4.0596, -2.7011, -1.9221], [-2.7516, -1.7949, -1.2852], [-2.4147, -1.8983, 0.0855], [-1.4512, -1.0711, 0.6070], [-0.8167, -0.1274, -0.2227], [-1.1343, -0.0415, -1.5909], [-2.0966, -0.8649, -2.1222], [0.1292, 0.7738, 0.3391], [0.9253, 1.5746, 0.8066], [-2.8521, -6.3617, -2.1598], [-1.7583, -4.9488, -2.2654], [-3.2017, -5.0133, -3.3018], [-2.9363, -2.5993, 0.7234], [-1.2007, -1.1197, 1.6574], [-0.6385, 0.6899, -2.2134], [-2.3721, -0.7864, -3.1649]],
  "mulliken_spin": [0.01, 0.02, 0.00, 0.00, 0.01, 0.00, 0.00, 0.00, 0.00, 0.00, 0.00, 0.01, 0.02, 0.00, 0.59, 0.07, 0.08, -0.04, 0.14, -0.05, 0.10, -0.09, 0.16, 0.01, 0.00, 0.00, -0.01, 0.00, 0.00, 0.00],
  "e_above_lowest_ev": 0.5146,
  "e_lumo_ev": [-8.14, -9.65],
  "spin_multiplicity": 2,
  "charge": 2,
  "s2": 0.79,
  "e_tot_ev": -31450.508
}

{
  "formula": "C4H16O3S",
  "method": "ωB97M-V with the def2-TZVPD basis set",
  "species": ["C", "C", "C", "C", "S", "H", "H", "H", "H", "H", "H", "H", "H", "H", "H", "O", "H", "H", "O", "H", "H", "O", "H", "H"],
  "xyz": [[0.8584, -0.4154, -1.4887], [1.4442, -0.2411, -0.0609], [0.5211, -0.8384, 0.9926], [-0.3770, 0.0219, 1.8053], [-1.7592, 0.6979, 0.6108], [0.6320, 0.5500, -1.9526], [-0.0957, -1.1291, -1.2949], [1.5549, -0.8943, -2.1747], [2.5251, -0.6136, -0.1147], [1.5751, 0.7705, 0.3037], [-0.1143, -1.7482, 0.6706], [1.3647, -1.3446, 1.6257], [-0.9644, -0.4604, 2.5643], [0.0295, 1.0216, 2.2309], [-1.8236, 2.1083, 0.3911], [3.0020, 0.2075, 4.0660], [2.1215, -0.0952, 4.0577], [3.1434, 0.6163, 4.9236], [-3.0408, -0.6577, -2.2610], [-3.0477, -0.1376, -1.4517], [-3.5458, -1.4791, -2.2624], [-1.1235, 1.7325, -3.7218], [-1.4966, 1.1813, -4.5230], [-1.3833, 1.1469, -2.9358]],
  "nbo_charge": [-0.62, -0.42, -0.45, -0.42, -0.23, 0.22, 0.21, 0.21, 0.21, 0.21, 0.21, 0.23, 0.23, 0.23, 0.17, -0.93, 0.46, 0.47, -0.98, 0.49, 0.49, -0.96, 0.47, 0.48],
  "e_above_lowest_ev": 2.2048,
  "e_lumo_ev": 0.51,
  "smiles": "CCCCS.O.O.O",
  "spin_multiplicity": 1,
  "charge": 0,
  "e_tot_ev": -21383.289
}